DFT (the ωB97M-V functional and the def2-TZVPD basis) results for a structure of composition CH2Cl2O3 in a non-equilibrium geometry.

Each line ends with the Löwdin charge.
Atoms and positions in Å:
C1 -0.13 0.12 0.01  -0.822
O1 -1.21 -0.38 0.65  0.033
O2 -0.43 0.76 -1.10  0.077
O3 0.85 0.74 0.78  -0.491
Cl1 0.82 -1.95 -0.24  0.128
Cl2 2.35 1.13 0.04  0.720
H1 -0.83 -1.00 1.33  0.115
H2 -1.42 0.57 -1.46  0.240

Largest force on an atom in eV/Å: 3.84
Kohn-Sham gap in eV: 8.97
Energy relative to the best compared isomer or geometry (same formula, charge and spin) in kJ/mol: 140.1
DFT total energy in hartree: -1185.31361
E_HOMO in eV: -10.014